1.
Computed, not measured: 6 unconnected molecules or ions with the total composition C5H17O8 at a distorted geometry, with the ωB97M-V functional and the def2-TZVPD basis.

Output
HOMO level (spin up / spin down) ... 3.22 / -0.53 eV
E_tot ... -802.6171 hartree
⟨S²⟩ ... 0.75
LUMO energy (spin up / spin down) ... 0.1948 / 0.1928 Eh

```
! wB97M-V def2-TZVPD RIJCOSX def2/J DEFGRID3
* xyz -2 2
O -0.97138 -1.12113 1.79113
C -0.24475 -0.08011 1.67881
O 0.81794 0.09889 2.32084
C -0.67513 1.07216 0.76319
C 0.35017 1.22454 -0.39455
C 0.13777 2.50113 -1.23134
C 0.54433 2.34516 -2.67855
O 0.66858 3.37574 -3.38312
H -0.62673 2.11437 1.17771
H -1.69413 1.06798 0.39231
H 0.15283 0.39157 -1.06924
H 1.37990 1.10649 -0.05101
H 0.80281 3.25186 -0.68544
H -0.87074 2.95952 -1.14345
H 0.65110 1.34653 -3.12168
H -1.30593 -1.69797 -2.31323
H -2.14387 -1.07417 -1.15784
O -2.03603 -1.09496 -2.09754
H 2.77674 2.43874 2.49464
H 1.38401 1.75589 2.29958
O 1.87301 2.61087 2.23328
H -1.34185 -2.11285 0.85378
H -2.57550 -3.04687 0.52422
O -1.70595 -2.85355 0.19155
H 0.67490 -3.05327 1.81585
H 1.33416 -1.69595 2.05762
O 1.54137 -2.64063 1.82640
H -0.39550 -3.18880 -0.91901
H 1.06407 -2.84653 -0.74399
O 0.43379 -3.15468 -1.43092
*
```

***

2.
Computed, not measured: a molecular structure, C5H18ClNSi3 at a distorted geometry, with the ωB97M-V functional and the def2-TZVPD basis.

Output
ΔE to the lowest compared entry with this formula, charge and spin ... 3.6 kcal/mol
HOMO level ... -9.68 eV
E_tot ... -1584.8465 hartree
LUMO energy ... 0.0279 Eh

```
! wB97M-V def2-TZVPD RIJCOSX def2/J DEFGRID3
* xyz 0 1
C 2.20407 -1.20775 0.64267
C -0.35750 -2.92880 1.13367
C 1.59959 1.33226 -1.72437
C 1.08274 2.19434 1.39804
C -2.68448 0.81206 -1.73364
N -0.43618 -0.10731 0.01970
Si 0.35178 -1.17578 1.15177
Si 0.40742 1.41258 -0.20723
Si -1.98229 -0.44578 -0.65295
Cl -3.42653 -1.04981 0.76481
H 2.33826 -1.91786 -0.21953
H 2.47169 -0.18714 0.30716
H 2.58810 -1.48130 1.62910
H -0.47799 -3.58769 0.29030
H 0.18503 -3.32737 1.94303
H -1.32456 -2.71435 1.53924
H 2.60049 1.18593 -1.50096
H 1.04750 0.54670 -2.30153
H 1.46777 2.35913 -2.10003
H 1.04076 3.28948 1.30358
H 0.41572 2.00611 2.31276
H 2.10820 1.86995 1.60705
H -2.70392 1.80680 -1.15619
H -2.07359 0.86540 -2.62451
H -3.67723 0.67716 -2.08585
H -0.26367 -0.95672 2.50845
H -0.41996 2.53994 -0.83566
H -2.08122 -1.81020 -1.40889
*
```

***

3.
Computed, not measured: 3 unconnected molecules or ions with the total composition C5H18N2O2S at a distorted geometry, with the ωB97M-V functional and the def2-TZVPD basis.

Output
ΔE to the lowest compared entry with this formula, charge and spin ... 33.0 kcal/mol
HOMO level (spin up / spin down) ... 0.96 / -5.10 eV
E_tot ... -859.2940 hartree
⟨S²⟩ ... 0.75
LUMO energy (spin up / spin down) ... 0.1157 / 0.1135 Eh

```
! wB97M-V def2-TZVPD RIJCOSX def2/J DEFGRID3
* xyz -1 2
C -0.39385 1.27002 -0.96350
N 0.88008 0.74500 -0.38898
C 1.54867 -0.29724 -1.23704
C 2.45463 -1.19176 -0.44622
S 1.40541 -1.68728 1.00986
C -1.77817 0.66793 -0.75707
N -2.01755 0.65156 0.68608
C -2.68149 1.87794 1.17619
H -0.42139 1.54342 -2.04833
H -0.31790 2.35846 -0.51965
H 1.48250 1.54919 -0.31518
H 0.63525 -0.76582 -1.65117
H 2.03307 0.05444 -2.15887
H 3.19193 -0.46940 -0.10463
H 2.77556 -2.05097 -0.79618
H 0.61145 -2.40617 0.26790
H -1.92312 -0.45158 -0.94936
H -2.72282 1.08221 -1.23978
H -1.35696 0.19209 1.21834
H -3.79102 1.82728 0.92074
H -2.13018 2.83746 0.88673
H -2.67236 1.87249 2.33392
H -1.62865 -1.73187 -2.96565
H -2.70429 -1.73721 -1.84180
O -2.02109 -2.24240 -2.27689
H 2.34281 1.96250 1.87537
H 1.02250 1.13311 2.27500
O 1.53991 1.79985 2.26952
*
```

***

4.
Computed, not measured: a molecular structure, C5H18N6O5Tl at a distorted geometry, with the ωB97M-V functional and the def2-TZVPD basis.

Output
ΔE to the lowest compared entry with this formula, charge and spin ... 10.3 kcal/mol
HOMO level ... -18.83 eV
E_tot ... -1077.4172 hartree
LUMO energy ... -0.5916 Eh

```
! wB97M-V def2-TZVPD RIJCOSX def2/J DEFGRID3
* xyz 3 1
Tl -0.31271 -0.96323 -0.23011
C -0.56281 3.91920 1.20268
C -0.33248 2.92603 -0.00144
O 0.34701 1.77172 0.42989
O 0.61637 4.45214 1.68737
H -1.05721 3.40507 2.01951
H -1.09759 4.77165 0.75134
H 0.21480 3.44329 -0.78976
H -1.32436 2.56266 -0.27218
H 1.29959 1.93649 0.51101
H 1.09177 4.91103 0.97629
C -0.15962 1.50052 -3.34453
O -0.45782 0.57398 -2.57971
N -1.10695 2.17270 -4.07779
N 1.12531 1.89830 -3.56421
H -2.06261 2.05245 -3.77079
H -0.84819 3.10577 -4.36880
H 1.33657 2.72462 -4.09839
H 1.74892 1.30663 -3.03939
C 1.88508 -0.97491 3.05108
O 1.35342 -0.42656 2.05286
N 2.08059 -0.29998 4.20019
N 2.31602 -2.25904 3.03835
H 2.58443 -0.79768 4.91871
H 1.69862 0.62051 4.33998
H 2.90332 -2.56897 3.79647
H 2.30663 -2.78372 2.18323
C -1.89157 -4.38213 -0.48462
O -1.81995 -3.17174 -0.16688
N -0.89084 -5.05136 -1.12691
N -3.02563 -5.08595 -0.31028
H 0.00343 -4.59604 -1.09994
H -0.98021 -6.05026 -1.22298
H -3.82671 -4.65014 0.12150
H -3.15460 -5.99304 -0.73176
*
```